<i>
The following is a DFT calculation (ωB97M-V/def2-TZVPD) of a single C5H7ClF2 molecule.

Properties
frontier orbital gap = 0.380 Ha

Each line ends with the Löwdin charge.
CARTESIAN COORDINATES (ANGSTROEM)
C  1.28  0.77  1.40  -0.146
C  0.91  0.65  -0.03  -0.696
C  -0.04  -0.24  -0.39  -0.240
C  -0.83  -0.18  -1.78  -0.021
C  -0.70  -0.98  0.65  -0.212
H  1.56  1.88  1.47  0.070
H  0.44  0.36  2.15  0.105
H  2.36  0.09  1.66  0.162
H  -1.88  -0.09  -1.70  0.055
H  -0.60  -1.02  -2.37  0.046
H  -0.58  0.73  -2.46  0.094
H  -0.35  -1.38  1.69  0.181
F  -2.03  -0.34  0.89  -0.048
F  -1.10  -2.15  -0.11  -0.038
Cl  1.55  1.91  -1.05  0.687

***

<ii>
The following is a DFT calculation (ωB97M-V/def2-TZVPD) of a single C5H7ClF2 molecule.

Properties
frontier orbital gap = 0.390 Ha

Each line ends with the Löwdin charge.
CARTESIAN COORDINATES (ANGSTROEM)
C  1.35  1.75  0.04  -0.173
C  0.89  0.57  1.00  -0.193
C  0.32  -0.50  0.12  -0.641
C  -0.88  -0.76  -0.33  -0.100
C  -2.07  0.19  -0.14  -0.187
H  2.09  1.42  -0.74  0.128
H  1.78  2.54  0.67  0.109
H  1.73  0.20  1.57  0.094
H  0.17  1.03  1.64  0.100
H  -1.11  -1.69  -0.81  0.103
H  -2.30  0.63  -1.12  0.121
H  -1.84  1.01  0.61  0.127
F  0.26  2.34  -0.60  -0.064
F  -3.14  -0.58  0.28  -0.051
Cl  1.63  -1.67  -0.18  0.630

***

Least stable = <i>

***

<i>
The following is a DFT calculation (ωB97M-V/def2-TZVPD) of 2 unconnected molecules or ions with the total composition C2H11N3.

Properties
frontier orbital gap = 0.355 Ha

Each line ends with the Löwdin charge.
CARTESIAN COORDINATES (ANGSTROEM)
C  -2.31  -0.72  -2.76  -0.219
N  -2.70  0.65  -2.46  -0.071
H  -2.67  -1.07  -3.73  0.068
H  -2.76  -1.42  -2.05  0.060
H  -1.25  -0.94  -2.73  0.060
H  -2.49  1.23  -3.27  0.051
H  -2.09  1.03  -1.75  0.051
N  2.09  -0.95  2.46  -0.017
C  2.30  0.40  1.98  -0.374
N  1.05  1.00  1.50  -0.018
H  1.40  -1.05  3.17  0.059
H  2.83  -1.62  2.34  0.058
H  2.66  1.04  2.78  0.096
H  2.96  0.33  1.12  0.096
H  0.30  0.35  1.30  0.052
H  0.70  1.73  2.10  0.047

***

<ii>
The following is a DFT calculation (ωB97M-V/def2-TZVPD) of 3 unconnected molecules or ions with the total composition C2H11N3.

Properties
frontier orbital gap = 0.282 Ha

Each line ends with the Löwdin charge.
CARTESIAN COORDINATES (ANGSTROEM)
C  2.26  -0.20  -0.54  -0.188
N  1.43  0.93  -0.10  -0.300
N  0.98  0.72  1.12  -0.138
H  0.40  0.76  -1.08  0.080
H  0.64  1.62  1.46  0.033
H  -0.33  -0.39  0.82  0.062
H  1.85  -1.18  -0.27  0.058
H  3.23  -0.10  -0.04  0.069
H  2.40  -0.14  -1.62  0.064
C  -2.36  -0.08  0.26  -0.106
N  -1.02  -0.63  0.04  -0.073
H  -1.01  -1.61  -0.20  0.118
H  -0.37  0.04  -0.81  0.080
H  -2.87  -0.58  1.09  0.079
H  -2.96  -0.16  -0.64  0.080
H  -2.26  0.98  0.51  0.083

***

Least stable = <ii>

***

<i>
The following is a DFT calculation (ωB97M-V/def2-TZVPD) of 2 unconnected molecules or ions with the total composition C4H7IO.

Properties
frontier orbital gap = 0.340 Ha

Each line ends with the Löwdin charge.
CARTESIAN COORDINATES (ANGSTROEM)
C  -0.55  -1.44  0.38  0.009
C  0.76  -1.37  -0.37  -0.137
C  -0.20  -0.29  -0.14  -0.374
C  -1.81  1.28  0.29  -0.026
O  -0.50  0.99  -0.36  -0.045
I  4.42  1.00  -0.66  0.390
H  -1.30  -1.99  1.00  0.113
H  2.86  1.06  -0.26  -0.367
H  1.78  -1.33  0.06  0.055
H  1.05  -1.94  -1.36  0.113
H  -2.49  1.85  -0.42  0.109
H  -1.65  1.83  1.14  0.046
H  -2.37  0.36  0.73  0.116

***

<ii>
The following is a DFT calculation (ωB97M-V/def2-TZVPD) of a single C4H7IO molecule.

Properties
frontier orbital gap = 0.365 Ha

Each line ends with the Löwdin charge.
CARTESIAN COORDINATES (ANGSTROEM)
C  0.49  -0.89  0.86  -0.154
C  -0.25  -0.19  -0.35  -0.251
C  1.61  -1.21  -0.13  -0.782
C  -0.32  1.33  -0.56  -0.043
O  0.80  -0.92  -1.20  -0.152
I  3.32  0.12  -0.02  0.735
H  0.87  -0.20  1.69  0.107
H  0.13  -1.87  1.26  0.121
H  -1.12  -0.71  -0.52  0.101
H  2.14  -2.18  0.01  0.074
H  -1.25  1.52  -1.11  0.069
H  0.56  1.72  -1.10  0.069
H  -0.39  2.00  0.38  0.106

***

Least stable = <i>